Here is an isolated molecule of C5H13NO at a distorted geometry from OMol25. Energies are from ωB97M-V with the def2-TZVPD basis set.

Summary:
LUMO level: 0.981 eV
SMILES: CC[C@@H](CO)NC
Orbital gap: 0.360 hartree
E_HOMO: -0.324 Ha
Max |F|: 0.022 hartree/bohr

Last column: Mulliken charge in e.
Atoms and positions in Å:
C  0.210  2.379  -0.942  -0.89
N  -0.503  1.120  -1.188  -0.42
C  0.804  -0.961  1.793  -1.34
C  -0.126  -0.021  1.014  -0.31
C  0.033  -0.052  -0.515  0.32
C  -0.688  -1.263  -1.107  -0.86
O  0.032  -2.474  -0.781  -0.54
H  -0.353  3.197  -1.373  0.35
H  1.159  2.270  -1.449  0.28
H  0.367  2.595  0.118  0.30
H  -1.483  1.232  -0.953  0.27
H  1.697  -1.234  1.236  0.32
H  1.091  -0.475  2.711  0.42
H  0.337  -1.840  2.258  0.37
H  -1.164  -0.139  1.341  0.28
H  0.155  0.992  1.300  0.15
H  1.092  -0.169  -0.743  0.28
H  -0.777  -1.176  -2.186  0.40
H  -1.695  -1.344  -0.677  0.30
H  -0.188  -2.636  0.143  0.31

=====

Here is a 2-piece molecular cluster, C2H3BrNO overall at a distorted geometry from OMol25. Energies are from ωB97M-V with the def2-TZVPD basis set.

Summary:
LUMO level: 3.690 eV
Charge: -1
Orbital gap: 0.269 hartree
E_HOMO: -0.133 Ha
Max |F|: 0.029 hartree/bohr

Last column: Mulliken charge in e.
Atoms and positions in Å:
C  -0.884  0.100  0.378  -0.29
C  0.431  0.914  0.396  -0.64
N  -0.673  1.425  -0.033  0.38
O  -1.529  2.297  -0.474  -0.76
Br  3.786  0.556  -0.110  -0.40
H  -1.064  -0.504  -0.474  0.16
H  -1.459  -0.232  1.250  0.20
H  2.424  0.759  0.329  0.34

=====

Here is C5H8N2O as an isolated structure at a distorted geometry from OMol25. Energies are from ωB97M-V with the def2-TZVPD basis set.

Summary:
LUMO level: 0.006 eV
Orbital gap: 0.347 hartree
E_HOMO: -0.346 Ha
Max |F|: 0.128 hartree/bohr

Last column: Mulliken charge in e.
Atoms and positions in Å:
C  -1.874  1.001  0.327  -0.60
C  -0.201  -0.222  -0.820  0.52
C  1.759  -1.032  0.121  -0.42
C  1.993  0.374  -0.158  -0.37
C  0.890  0.960  -0.700  -0.42
H  -1.235  1.921  0.204  0.30
H  -1.436  0.629  1.543  0.21
H  -3.197  1.323  0.627  0.28
H  -1.036  -2.039  -0.221  0.49
H  1.508  -0.911  1.599  0.22
H  2.421  -1.960  -0.207  0.28
H  3.005  0.846  0.065  0.35
H  0.661  2.003  -0.971  0.44
N  -1.520  -0.123  -0.928  -0.28
N  0.283  -1.334  -0.315  -0.47
O  -2.020  -1.436  -0.169  -0.52

=====

Number 1: DFT total energy -328.27069 a.u.. Number 2: DFT total energy -2781.89935 a.u.. Number 3: DFT total energy -379.75809 a.u..